68
Properties=species:S:1:pos:R:3 method="wB97M-V/def2-TZVPD" charge=+2 homo_lumo_gap_ev=6.23
Pt 0.269 1.397 0.982
C 3.788 -1.186 -1.533
C 2.839 -0.042 -1.161
Ge 1.939 -0.350 0.555
C 3.228 -0.280 2.026
C 4.003 -1.601 2.146
C 0.978 -2.022 0.467
C -0.354 -2.133 0.524
Ge -1.367 -0.457 0.644
C -2.080 0.114 -1.094
C -3.244 -0.705 -1.666
C -2.471 -0.067 2.215
C -3.757 -0.896 2.328
C -1.107 -3.408 0.437
C -0.462 -4.646 0.439
C -1.188 -5.819 0.337
C -2.575 -5.785 0.267
C -3.232 -4.566 0.273
C -2.496 -3.393 0.345
H 4.249 -0.976 -2.499
H 3.259 -2.136 -1.624
H 4.593 -1.304 -0.810
H 2.051 0.059 -1.910
H 3.360 0.915 -1.098
H 2.685 -0.071 2.950
H 3.899 0.558 1.829
H 3.338 -2.439 2.354
H 4.715 -1.538 2.968
H 4.568 -1.827 1.244
H 1.594 -2.907 0.310
H -1.224 0.091 -1.775
H -2.380 1.156 -0.960
H -2.980 -1.751 -1.810
H -3.527 -0.298 -2.637
H -4.124 -0.655 -1.024
H -2.705 0.998 2.135
H -1.841 -0.210 3.094
H -4.400 -0.771 1.456
H -4.325 -0.571 3.200
H -3.542 -1.956 2.449
H 0.615 -4.699 0.528
H -0.669 -6.768 0.315
H -3.140 -6.706 0.211
H -4.313 -4.529 0.222
H -3.019 -2.443 0.319
C 0.355 2.143 5.526
C 0.283 1.962 4.086
N 0.243 1.834 2.950
H -0.425 1.554 6.007
H 0.220 3.196 5.772
H 1.329 1.813 5.886
O -0.944 3.204 -0.292
C -0.239 2.841 -1.212
O 0.689 1.937 -1.074
C -0.448 3.396 -2.617
N 0.581 2.742 -3.534
C 1.574 3.805 -3.959
C 1.363 4.940 -2.964
C -0.145 4.891 -2.703
H -1.464 3.146 -2.916
H 0.167 2.260 -4.328
H 1.035 2.060 -2.910
H 1.336 4.124 -4.971
H 2.577 3.389 -3.951
H 1.681 5.890 -3.386
H 1.922 4.764 -2.044
H -0.687 5.333 -3.540
H -0.450 5.399 -1.792

=====

86
Properties=species:S:1:pos:R:3 method="wB97M-V/def2-TZVPD" spin_multiplicity=5 homo_lumo_gap_ev="9.24 / 9.86"
Cr -0.059 -0.037 0.308
C 1.613 0.368 3.870
C 0.320 0.951 3.434
N -0.297 0.746 2.288
C -1.401 1.574 2.278
C -1.464 2.259 3.448
N -0.370 1.849 4.165
C -2.418 3.233 4.036
O -3.415 3.608 3.271
O -2.239 3.621 5.167
C -2.231 1.650 1.047
O -3.229 2.368 1.022
O -1.792 0.925 0.086
H 1.906 -0.435 3.201
H 1.555 -0.009 4.892
H 2.390 1.135 3.835
H -0.149 2.223 5.076
H -3.394 3.159 2.370
F 5.051 1.452 -0.270
C 4.020 1.602 0.549
F 4.199 2.688 1.295
F 3.967 0.540 1.369
S 2.419 1.650 -0.350
O 2.318 0.314 -0.908
O 1.466 1.942 0.707
N 2.686 2.814 -1.385
S 1.574 2.829 -2.533
O 0.444 2.010 -2.156
O 1.309 4.119 -3.073
C 2.397 1.862 -3.919
F 3.567 1.359 -3.536
F 2.604 2.641 -4.977
F 1.613 0.842 -4.296
C -1.544 0.076 -4.746
N -1.033 -0.731 -3.649
C -0.227 -1.904 -3.964
C -1.033 -0.273 -2.413
O -0.399 -0.844 -1.501
H -2.149 -0.539 -5.410
H -0.718 0.507 -5.312
H -2.153 0.885 -4.348
H -0.436 -2.209 -4.986
H -0.479 -2.715 -3.284
H 0.836 -1.684 -3.856
H -1.650 0.602 -2.214
C -1.150 -3.657 2.741
C 0.205 -4.155 3.275
C 0.016 -5.565 3.870
C 0.613 -3.205 4.410
Si 1.553 -4.201 1.927
Br 1.329 -2.089 0.862
C 1.248 -5.433 0.504
C -0.254 -5.576 0.215
C 1.912 -4.990 -0.814
C 1.795 -6.818 0.900
C 3.355 -4.111 2.556
C 3.701 -2.764 3.215
C 3.599 -5.239 3.574
C 4.334 -4.276 1.380
H -1.835 -3.537 3.586
H -1.607 -4.357 2.047
H -1.059 -2.692 2.243
H -0.750 -5.524 4.650
H 0.935 -5.943 4.322
H -0.310 -6.287 3.121
H -0.201 -3.155 5.140
H 0.797 -2.198 4.035
H 1.502 -3.555 4.935
H -0.704 -4.616 -0.049
H -0.797 -5.999 1.059
H -0.385 -6.256 -0.633
H 1.595 -3.988 -1.103
H 1.616 -5.686 -1.604
H 2.998 -4.994 -0.757
H 1.368 -7.176 1.840
H 2.880 -6.815 1.005
H 1.539 -7.539 0.118
H 3.151 -2.591 4.137
H 3.516 -1.932 2.536
H 4.768 -2.763 3.459
H 3.000 -5.107 4.476
H 4.652 -5.231 3.869
H 3.373 -6.225 3.162
H 4.174 -3.504 0.624
H 4.255 -5.254 0.909
H 5.356 -4.174 1.755

=====

no.,largest force on an atom (eV/Å),M (g mol⁻¹),electronic energy (a.u.)
1,2.644,714.87,-5431.81279
2,1.208,853.69,-7099.76112